The following is a quantum chemistry calculation of 2 unconnected molecules or ions with the total composition C58H66F3N6O, from OMol25.

```
134
Properties=species:S:1:pos:R:3:forces:R:3:mulliken_charge:R:1
F 6.352 -1.678 0.261 -0.577 0.775 0.294 -0.28
F 5.939 -0.193 1.832 -0.313 -0.343 -1.099 -0.26
F 5.584 0.307 -0.289 -0.014 -0.752 0.827 -0.25
O 2.578 7.761 -1.861 -0.357 -1.958 -0.396 -0.69
N -0.439 -3.515 1.488 -1.926 1.142 0.316 2.08
N -1.774 -3.401 1.660 1.115 -0.005 -2.051 -1.22
N 3.444 7.966 2.084 -0.039 -0.063 0.099 -0.02
N 1.931 6.224 -3.454 0.009 0.089 0.634 0.31
N 1.616 4.360 -2.172 -0.282 -1.730 0.485 0.66
N -2.139 -2.284 0.974 1.777 -1.389 0.746 2.30
C 0.622 -4.957 3.220 0.179 0.333 0.305 0.66
C 1.484 5.591 0.013 -0.250 -0.327 -0.044 -0.37
C 0.054 -2.400 0.831 -0.358 -1.404 1.030 -1.27
C 1.306 -2.918 4.523 0.163 0.206 -0.064 -1.13
C 1.891 7.182 -4.542 -0.170 -0.104 -0.394 -0.97
C -3.488 -2.100 -2.664 -0.012 0.252 -0.288 -1.08
C -4.227 -2.364 -0.290 0.355 -0.050 -0.259 0.17
C -0.567 -1.114 -5.131 0.050 -0.450 -0.174 -0.71
C 2.257 4.091 -4.598 0.093 0.007 0.279 -1.56
C 5.487 -0.700 0.639 1.087 0.307 0.013 0.73
C -4.443 -1.910 4.642 -0.012 -0.089 -0.123 -1.86
C 1.731 -7.028 2.585 0.009 0.154 -0.043 -1.47
C 1.130 -5.615 -1.527 0.236 0.064 -0.079 -1.78
C -3.037 -0.146 3.540 0.148 0.301 -0.070 -1.30
C -0.118 9.809 1.056 -0.083 -0.683 -0.236 -0.82
C -0.069 -2.715 -3.398 0.322 0.297 -0.073 0.06
C -3.581 -1.564 3.419 0.041 -0.251 -0.115 1.77
C 2.232 5.365 -1.317 0.623 0.494 0.742 0.27
C 3.094 -0.238 0.968 -0.259 -0.231 0.048 -1.17
C -5.603 -2.143 -0.373 -0.056 0.157 0.283 -0.38
C 2.274 6.615 -2.194 0.301 1.341 0.008 0.36
C 0.689 2.076 -2.388 -0.761 -0.052 -0.261 -0.23
C -1.002 -6.756 -0.821 -0.156 -0.109 0.109 -1.63
C -4.284 -1.734 2.073 0.279 0.487 0.227 0.13
C 0.314 -1.672 -2.567 0.268 0.146 -0.014 0.79
C -4.033 -4.416 -1.774 -0.145 -0.019 0.169 -1.53
C -3.562 -2.029 0.897 -0.729 -0.667 0.166 -0.64
C 0.257 -4.744 1.882 -0.024 -0.772 0.512 -1.35
C 0.466 0.730 -1.973 2.994 0.588 0.070 0.93
C -0.060 4.895 -3.950 0.021 0.054 0.230 -1.52
C 0.159 -0.309 -2.937 -0.414 -1.194 -1.455 0.10
C -0.181 -4.633 5.626 -0.083 -0.065 -0.087 -1.82
C 2.009 10.040 2.239 -0.558 0.187 -0.082 -0.78
C 2.058 6.685 0.849 0.727 0.246 0.639 0.54
C 1.262 -6.867 1.286 -0.068 0.202 0.090 -0.17
C 1.396 7.942 1.110 0.815 0.104 0.191 0.93
C -6.311 -1.702 0.743 0.077 -0.086 -0.036 -1.34
C 3.798 -2.549 0.664 -0.160 0.184 0.085 -1.65
C 1.438 -2.020 0.855 1.988 0.174 -0.039 0.65
C 1.781 -0.654 1.051 -0.541 -0.688 -0.074 -0.42
C -0.006 -5.637 -0.510 -0.059 0.219 0.373 2.16
C -0.500 -2.445 -4.703 -0.068 0.586 0.150 -0.96
C -0.933 -0.412 -0.307 -1.300 1.369 0.219 -2.74
C 1.393 -6.078 3.547 -0.050 -0.051 -0.137 -0.54
C 1.341 3.113 -1.695 0.049 0.292 -0.713 -0.01
C 1.423 4.850 -3.558 -0.220 0.513 -0.696 0.06
C 0.516 -5.739 0.922 -0.142 0.045 -0.448 0.21
C -5.658 -1.534 1.967 -0.084 -0.005 -0.332 -0.44
C 0.218 -3.967 4.303 -0.242 0.009 -0.192 1.60
C -0.255 -0.061 -4.273 0.231 0.084 0.841 -0.82
C 3.294 6.734 1.476 -1.192 0.258 -0.542 -0.68
C 4.079 -1.191 0.759 0.451 0.036 -0.213 0.45
C 2.482 -2.971 0.724 -0.764 0.433 0.014 0.38
C 0.779 10.575 1.820 0.636 -0.355 0.199 -0.50
C -1.012 -1.636 0.407 -0.878 0.378 0.742 1.53
C 0.179 8.485 0.696 -0.024 0.602 0.245 -0.36
C 2.298 8.727 1.883 -0.118 -0.460 -0.503 -0.57
C -3.486 -3.019 -1.458 0.057 0.148 0.379 2.36
H -0.626 -3.885 6.293 0.142 -0.144 -0.112 0.44
H -2.443 -0.026 4.454 -0.114 -0.021 -0.120 0.38
H 1.782 -4.747 -1.361 -0.068 -0.211 -0.147 0.36
H 0.947 -2.141 5.210 0.133 -0.161 -0.113 0.38
H 2.236 -4.033 0.682 0.251 0.465 -0.144 0.65
H -2.447 -3.141 -1.140 -0.005 -0.107 -0.173 -1.42
H 2.213 -3.373 4.951 -0.260 0.123 -0.133 0.33
H 0.432 5.843 -0.218 0.375 -0.263 0.091 0.21
H 4.062 5.968 1.496 -0.030 0.307 0.118 0.42
H -0.595 5.560 -3.258 0.075 -0.176 -0.244 0.35
H -5.077 -4.365 -2.116 0.294 -0.063 0.056 0.29
H -1.809 -6.778 -0.077 0.159 -0.032 -0.169 0.36
H 3.277 5.080 -1.091 -0.301 0.140 -0.080 0.10
H 0.377 2.304 -3.412 -0.042 -0.042 0.658 -0.52
H -0.486 0.418 0.253 -0.763 -0.330 -0.267 0.65
H 1.039 0.391 -1.107 -0.176 0.245 -0.603 -0.12
H 3.332 0.820 1.060 0.108 -0.252 0.077 0.46
H -0.504 3.902 -3.892 -0.092 0.220 -0.149 0.36
H 2.512 6.839 -5.380 -0.100 0.114 0.189 0.29
H -0.674 -3.466 3.901 0.153 0.036 0.321 -0.56
H -2.899 -1.203 -2.443 -0.151 -0.059 -0.161 0.08
H -0.509 -7.739 -0.820 -0.134 0.259 -0.012 0.35
H 4.262 8.263 2.603 -0.384 -0.121 -0.226 0.20
H 3.323 4.282 -4.413 -0.241 -0.179 -0.052 0.39
H -1.750 -0.182 -1.000 -0.061 0.161 0.860 0.38
H 1.745 -6.525 -1.460 -0.186 0.249 -0.065 0.41
H -2.403 0.102 2.681 -0.051 0.045 0.092 0.24
H 1.495 4.638 0.572 -0.165 0.327 -0.182 0.37
H 2.060 3.018 -4.549 0.083 0.126 -0.142 0.30
H 0.863 7.320 -4.906 0.240 0.049 0.101 0.32
H -3.035 -2.587 -3.533 -0.132 0.071 0.098 0.34
H 0.797 -1.892 -1.604 -0.557 0.076 -0.389 0.03
H -2.742 -2.272 3.407 -0.133 0.237 0.190 -0.49
H 0.682 -5.073 6.143 -0.192 0.126 -0.116 0.39
H -0.152 5.276 -4.976 -0.064 -0.138 0.330 0.49
H 2.731 10.605 2.823 -0.226 0.112 -0.088 0.38
H -0.286 0.965 -4.654 -0.198 -0.454 0.111 0.25
H -4.509 -1.787 -2.915 0.210 -0.078 -0.066 0.40
H 1.733 -6.216 4.574 -0.182 0.071 -0.289 0.31
H -0.851 -0.899 -6.161 0.037 -0.027 0.287 0.40
H -0.755 -3.263 -5.373 -0.017 0.227 0.103 0.41
H -3.995 -5.053 -0.879 -0.068 0.118 -0.224 0.38
H -3.865 0.577 3.568 0.208 -0.149 -0.007 0.31
H -5.257 -1.187 4.788 0.203 -0.181 -0.018 0.42
H -4.873 -2.914 4.552 0.002 0.174 0.017 0.42
H -3.817 -1.895 5.544 -0.146 0.051 -0.218 0.40
H -1.064 10.251 0.735 0.323 -0.127 0.129 0.37
H 1.479 -7.627 0.533 -0.096 0.243 0.215 0.43
H -3.430 -4.897 -2.558 -0.172 0.178 0.145 0.40
H 2.004 4.465 -5.599 0.073 -0.180 0.262 0.46
H -0.924 -5.421 5.460 0.137 0.106 0.059 0.39
H 2.350 -7.893 2.847 -0.310 0.357 -0.079 0.39
H -6.226 -1.228 2.849 0.184 -0.208 -0.316 0.25
H 2.271 8.142 -4.175 -0.096 -0.359 0.008 0.36
H 4.590 -3.274 0.523 0.015 0.123 0.048 0.54
H 1.007 0.070 1.304 0.224 -0.288 -0.152 0.62
H 0.724 -5.546 -2.543 0.161 -0.143 0.181 0.62
H -0.539 -4.681 -0.561 -0.040 -0.093 -0.266 -0.78
H -0.496 7.868 0.099 0.028 0.402 0.144 0.35
H 0.514 11.598 2.087 0.125 -0.298 -0.076 0.37
H -1.455 -6.599 -1.809 0.129 -0.056 0.198 0.38
H -7.389 -1.534 0.677 0.355 -0.028 0.000 0.36
H 1.580 -2.437 3.573 0.022 -0.057 0.262 0.14
H -0.009 -3.743 -3.042 0.108 0.360 -0.144 0.13
H 1.720 2.916 -0.682 -0.313 0.240 -0.392 0.60
H -6.112 -2.325 -1.322 0.091 -0.023 0.356 0.44
```
Positions in Å, forces in eV/Å.

## Properties
energy relative to the best compared isomer or geometry (same formula, charge and spin) = 19.6 kcal/mol
HOMO energy = -9.01 eV
E_LUMO = -0.1412 hartree
HOMO-LUMO gap = 5.17 eV
net charge = +1
calculated total energy = -2952.8198 a.u.